A structure of composition C29H46F3IN7O9PS3Ti at a distorted geometry. Source: OMol25; level of theory: the ωB97M-V functional and the def2-TZVPD basis.

The energy above the lowest of the compared OMol25 structures with the same formula, charge and spin comes out at 73.03 kcal per mole. For the total energy, the calculation gives -140839.7005 eV. The LUMO energy (spin up / spin down) comes out at -1.63 / -1.60 eV. As for the HOMO-LUMO gap (spin up / spin down): 6.255 / 6.283 eV. Its spin multiplicity is 1.

```
100
Properties=species:S:1:pos:R:3:forces:R:3
Ti 1.375102 -0.186032 -1.830087 -0.505 0.866 -2.064
N -1.033576 -2.321478 -2.386718 -0.078 0.151 -0.132
N -0.683417 -2.507991 -3.739132 -0.140 0.066 -0.021
C 0.393991 -1.838676 -4.235214 -0.090 -0.135 -0.149
N 0.453743 -1.586572 -5.546681 -0.180 -0.094 -0.089
N 1.396170 -1.590516 -3.408518 -0.067 -0.466 0.118
N 2.207642 -0.504338 -3.680190 -0.626 0.975 0.924
O 2.223402 0.173186 -4.745494 0.280 0.138 -0.145
O 3.096210 -0.357546 -2.703548 0.992 -0.660 -0.106
H -1.158085 -3.222699 -1.935654 0.064 0.129 -0.091
H -1.899047 -1.785528 -2.325465 0.146 -0.037 -0.104
H -1.447011 -2.636021 -4.391508 0.111 0.044 0.082
H -0.417544 -1.514418 -6.047716 -0.026 -0.002 0.029
H 1.186594 -0.918301 -5.797530 -0.034 -0.063 0.082
C 0.208700 5.480521 -0.281812 -0.064 -0.114 0.013
S -0.649788 3.892459 -0.232426 0.018 0.020 0.026
C -2.247396 4.398084 -0.903330 0.104 -0.006 0.030
H -0.369539 6.232233 0.251323 0.025 0.032 0.026
H 0.369472 5.793656 -1.311917 0.008 0.036 -0.003
H 1.168824 5.350002 0.212851 0.031 0.006 -0.003
H -2.100213 5.015443 -1.787380 -0.015 -0.013 -0.061
H -2.810374 4.952883 -0.155319 -0.016 0.032 -0.003
H -2.790531 3.499119 -1.182371 -0.017 -0.018 0.001
C -4.872955 -1.168862 0.604048 0.030 -0.036 0.023
C -3.836703 -2.083769 1.263482 0.096 0.042 -0.130
C -4.439289 -2.755048 2.495869 0.042 0.021 -0.019
C -3.449392 -3.179486 0.256821 0.009 0.006 0.044
P -2.249846 -1.109596 1.530296 0.050 0.063 0.184
C -1.225424 -2.212456 2.580578 -0.090 0.004 -0.037
C -0.117394 -2.772029 1.945265 0.014 0.007 -0.080
C 0.759990 -3.609785 2.620702 -0.009 0.005 -0.007
C 0.540871 -3.900986 3.956208 -0.013 0.002 0.003
C -0.562202 -3.359623 4.604182 0.004 -0.008 0.007
C -1.438255 -2.529061 3.924365 0.029 0.030 -0.002
C -2.553987 0.463108 2.525167 -0.030 -0.026 -0.081
C -1.172759 0.904295 3.028811 0.023 -0.066 -0.008
C -3.527686 0.410341 3.701619 0.047 0.022 -0.032
C -3.054947 1.525155 1.529709 0.069 -0.029 0.015
H -5.692086 -1.774675 0.209469 -0.018 -0.023 -0.002
H -4.442159 -0.603760 -0.225262 0.001 0.014 -0.025
H -5.299440 -0.463751 1.315141 -0.031 0.035 0.032
H -5.366847 -3.253361 2.201543 -0.016 -0.019 0.010
H -4.683232 -2.045255 3.282461 0.003 0.056 0.058
H -3.772789 -3.512940 2.905150 0.036 -0.011 0.025
H -4.264412 -3.900590 0.163253 -0.046 0.012 -0.011
H -2.559082 -3.726952 0.575147 0.006 -0.023 0.002
H -3.268685 -2.751658 -0.730737 0.039 0.011 -0.001
H 0.062848 -2.545692 0.899099 0.001 -0.009 0.027
H 1.614639 -4.026759 2.103682 0.021 -0.012 -0.022
H 1.224442 -4.544504 4.493300 0.011 -0.006 0.011
H -0.740130 -3.584655 5.647206 -0.001 -0.003 0.023
H -2.284271 -2.124011 4.458356 -0.073 0.018 -0.004
H -0.787724 0.239712 3.801547 0.013 -0.021 0.009
H -1.249201 1.909320 3.448746 -0.007 0.019 0.004
H -0.438443 0.945929 2.219516 0.001 0.021 -0.003
H -3.245602 -0.323058 4.452523 0.023 -0.049 0.040
H -4.546316 0.205326 3.377510 -0.056 -0.039 -0.012
H -3.532180 1.386685 4.192822 -0.026 0.032 0.011
H -4.093295 1.362661 1.249653 -0.039 -0.005 -0.045
H -2.456222 1.543358 0.616809 -0.016 0.010 0.010
H -2.981094 2.514805 1.986417 -0.009 0.009 0.041
N 1.909443 1.949390 -1.708990 -0.122 0.350 -0.169
C 2.986711 2.221366 -0.792892 0.106 -0.065 0.031
C 4.293689 2.191121 -1.255558 -0.013 -0.004 -0.013
C 5.336675 2.226796 -0.346092 -0.043 0.022 0.050
C 5.068733 2.276970 1.015307 0.036 -0.100 0.051
C 3.761338 2.402622 1.465503 0.059 0.075 -0.033
C 2.711705 2.381652 0.559146 -0.023 0.014 -0.039
S 6.370000 1.824544 2.171774 -0.083 0.039 -0.118
O 6.257379 0.362942 2.086414 -0.004 -0.007 0.028
O 7.589069 2.356158 1.601948 0.001 -0.011 0.034
O 5.955853 2.377704 3.443558 0.015 -0.010 0.021
H 1.091424 2.522257 -1.480268 -0.009 -0.016 -0.119
H 2.197172 2.163747 -2.664702 -0.120 0.021 0.059
H 4.484502 2.078616 -2.316036 0.016 -0.001 -0.015
H 6.367368 2.166250 -0.667356 0.034 -0.021 -0.029
H 3.587811 2.472002 2.530855 -0.022 0.001 0.042
H 1.681493 2.424871 0.899902 -0.019 0.015 0.006
O -0.099752 0.357171 -0.439976 -0.217 0.366 0.062
H -0.578283 -0.222858 0.188854 -0.197 -0.398 0.111
H -0.830680 0.844952 -0.879777 -0.021 0.075 0.022
I 1.513965 -4.424239 -1.722629 0.218 0.006 0.034
C 2.595626 -2.786972 -0.991343 -0.416 -0.189 -0.080
C 3.967584 -2.915111 -0.886345 0.130 0.073 0.120
C 4.672842 -1.904286 -0.257434 0.055 -0.165 -0.077
C 3.974545 -0.862499 0.334182 -0.035 0.204 0.362
C 2.610757 -0.806702 0.160367 0.346 -0.609 0.899
N 1.907818 -1.725191 -0.560580 0.909 -0.976 0.916
H 4.467571 -3.789117 -1.276163 -0.040 -0.021 -0.022
H 5.749528 -1.955394 -0.167804 0.027 0.047 0.044
H 4.490651 -0.155441 0.978591 0.065 -0.022 -0.095
H 2.025094 -0.101841 0.743813 -0.074 0.212 -0.435
F -0.945200 2.336262 -5.567653 0.065 0.007 -0.035
C -1.290982 2.593284 -4.313642 0.017 -0.008 0.057
F -2.469538 3.208657 -4.305456 -0.035 -0.035 0.026
F -0.381854 3.404039 -3.768603 -0.033 -0.020 0.017
S -1.396173 1.015056 -3.363656 -0.202 -0.102 0.221
O -2.063710 0.088434 -4.232725 0.033 -0.009 -0.047
O -2.073507 1.325170 -2.118523 0.087 0.078 -0.050
O 0.031260 0.711777 -3.142651 -0.501 0.245 -0.255
```
Positions in Å, forces in eV/Å.